The following is a DFT calculation (wB97M-V/def2-TZVPD) of 2 unconnected molecules or ions with the total composition C4H10N2O3 in a non-equilibrium geometry.

Results
LUMO = 0.5 eV
net charge = 0

XYZ file:
```
19
Properties=species:S:1:pos:R:3:mulliken_charge:R:1
H 2.26 -1.81 0.72 0.118
N 1.42 -1.30 0.48 -0.790
C 1.60 -0.14 -0.07 0.543
O 2.81 0.52 -0.07 -0.511
C 0.51 0.65 -0.53 0.453
O 0.71 2.01 -0.69 -0.610
C -0.78 0.17 -0.63 0.482
C -1.92 1.12 -0.77 -1.388
N -1.03 -1.15 -0.84 -0.437
H 3.48 -0.03 0.35 0.318
H 1.62 2.20 -0.47 0.319
H -2.12 1.58 0.19 0.297
H -1.64 1.92 -1.46 0.294
H -2.81 0.63 -1.14 0.411
H -1.96 -1.47 -0.61 0.198
H -0.29 -1.77 -0.56 0.310
O -0.84 -0.71 1.98 -0.685
H -1.07 -1.42 2.59 0.297
H 0.05 -1.00 1.53 0.380
```

The following is a DFT calculation (wB97M-V/def2-TZVPD) of a gas-phase ion, C4H10N2O3P (charge -1) in a non-equilibrium geometry.

Results
LUMO = 3.7 eV
net charge = -1

XYZ file:
```
20
Properties=species:S:1:pos:R:3:mulliken_charge:R:1
H -1.60 -0.10 1.99 0.299
N -1.25 0.00 1.00 -0.549
C -0.20 0.67 0.87 0.515
C 0.41 0.93 -0.43 -1.571
N -0.38 0.35 -1.49 -0.457
C 0.01 -1.01 -1.72 -0.168
C -1.19 -1.95 -2.00 -1.369
P 0.73 1.52 2.35 0.950
O 0.85 2.98 2.20 -0.738
O 0.24 0.99 3.62 -0.757
O 2.26 0.76 2.08 -0.587
H 0.46 1.92 -0.57 0.532
H 1.36 0.57 -0.29 0.556
H -1.30 0.54 -1.15 0.357
H 0.63 -1.51 -0.78 0.228
H 0.73 -1.10 -2.50 0.414
H -1.84 -1.76 -1.23 0.373
H -0.96 -2.95 -1.97 0.413
H -1.53 -1.55 -2.97 0.278
H 2.59 0.71 3.00 0.283
```

The following is a DFT calculation (wB97M-V/def2-TZVPD) of 2 unconnected molecules or ions with the total composition C4H10N2O4S in a non-equilibrium geometry.

Results
LUMO = 0.5 eV
net charge = 0

XYZ file:
```
21
Properties=species:S:1:pos:R:3:mulliken_charge:R:1
C -3.06 -0.73 -0.91 0.078
C -0.32 2.16 0.84 -0.959
C 3.28 -1.59 0.99 -0.855
C 0.63 1.34 0.02 0.712
N -2.68 -1.55 0.03 -0.263
N 0.40 1.05 -1.24 -0.239
O -2.38 0.19 -1.40 -0.633
O 0.83 -1.32 0.63 -0.624
O 2.26 -0.78 -1.31 -0.742
O 1.78 0.97 0.52 -0.450
S 2.08 -0.80 0.15 1.111
H -1.28 1.72 0.48 0.272
H -0.16 2.15 1.90 0.290
H -0.16 3.18 0.49 0.297
H 4.25 -1.23 0.71 0.297
H -4.07 -0.90 -1.34 0.313
H 3.02 -1.66 2.02 0.300
H -3.28 -2.41 0.21 0.234
H -1.79 -1.40 0.50 0.227
H 1.24 0.63 -1.79 0.333
H -0.59 0.97 -1.51 0.301
```

The following is a DFT calculation (wB97M-V/def2-TZVPD) of 2 unconnected molecules or ions with the total composition C4H10N2O4S in a non-equilibrium geometry.

Results
LUMO = 0.5 eV
net charge = 0

XYZ file:
```
21
Properties=species:S:1:pos:R:3:mulliken_charge:R:1
C -0.77 -1.31 2.70 0.684
C 0.29 -2.31 2.98 -0.793
C 1.93 2.34 -1.80 -1.110
C 0.79 1.45 -1.84 0.647
N 0.08 1.03 -0.81 -0.719
N 0.30 1.08 -3.06 -0.439
O -3.66 -1.94 0.64 -0.460
O -0.98 -0.41 3.47 -0.563
O -1.33 -1.60 1.57 -0.300
O -1.94 -0.73 -0.70 -0.475
S -2.67 -0.94 0.78 0.620
H 0.40 -3.08 2.13 0.260
H 0.17 -2.72 3.99 0.276
H 1.32 -1.81 3.03 0.260
H 1.90 3.17 -1.09 0.330
H 2.83 1.75 -1.48 0.270
H 2.03 2.59 -2.80 0.344
H 0.56 1.16 0.03 0.136
H 0.59 1.52 -3.90 0.222
H -1.17 -0.16 -0.70 0.585
H -0.68 0.95 -3.14 0.223
```

The following is a DFT calculation (wB97M-V/def2-TZVPD) of a gas-phase ion, C4H10N2OS (charge -1) in a non-equilibrium geometry.

Results
LUMO (spin up / spin down) = 2.9 / 3.0 eV
spin multiplicity = 2
⟨S²⟩ = 0.752
net charge = -1

XYZ file:
```
18
Properties=species:S:1:pos:R:3:mulliken_charge:R:1
C 0.03 0.56 0.86 -1.054
N -0.83 -0.01 1.87 -0.107
C -0.35 -1.09 2.58 -0.222
O 0.72 -1.62 2.38 -0.357
C -0.20 0.02 -0.56 -0.269
C 0.97 0.33 -1.49 -2.287
S 1.14 -1.05 -2.70 0.062
N -1.45 0.68 -1.04 -0.725
H -0.06 1.64 0.83 0.464
H 1.08 0.41 1.08 0.370
H -1.80 -0.05 1.59 0.298
H -0.94 -1.31 3.47 0.349
H -0.49 -1.03 -0.44 0.366
H 0.78 1.28 -1.99 0.373
H 1.91 0.26 -0.98 0.853
H 2.48 -1.26 -2.68 0.242
H -1.56 0.61 -2.05 0.399
H -1.45 1.64 -0.73 0.249
```

The following is a DFT calculation (wB97M-V/def2-TZVPD) of a gas-phase ion, C4H10N2OS (charge -1) in a non-equilibrium geometry.

Results
LUMO (spin up / spin down) = 3.0 / 3.3 eV
spin multiplicity = 2
⟨S²⟩ = 0.750
net charge = -1

XYZ file:
```
18
Properties=species:S:1:pos:R:3:mulliken_charge:R:1
N -0.91 0.63 1.52 -0.824
C -0.08 0.70 0.35 0.698
C 1.26 1.38 0.76 -1.315
S 2.10 2.07 -0.76 -0.164
C 0.23 -0.89 0.16 -1.036
N -0.29 -1.55 -0.95 0.887
C -1.54 -1.22 -1.62 -3.206
O 0.87 -1.52 1.01 -0.426
H -1.50 -0.19 1.56 0.390
H -0.44 0.87 2.47 0.223
H -0.77 1.28 -0.39 0.470
H 1.26 1.90 1.75 0.382
H 1.83 0.41 1.11 0.326
H 3.45 1.99 -0.49 0.131
H 0.03 -2.47 -1.09 0.509
H -1.80 -0.18 -1.57 0.319
H -2.39 -1.83 -1.05 0.557
H -1.30 -1.39 -2.77 1.079
```

The following is a DFT calculation (wB97M-V/def2-TZVPD) of a single C4H10N2OS molecule in a non-equilibrium geometry.

Results
LUMO = 0.6 eV
net charge = 0

XYZ file:
```
18
Properties=species:S:1:pos:R:3:mulliken_charge:R:1
N 0.93 2.49 0.96 -0.541
C -0.01 1.41 0.86 -0.324
N 0.55 0.28 0.07 -0.436
C -0.47 -0.62 -0.44 0.208
C -0.79 -0.36 -1.92 -0.045
O -0.29 -0.91 -2.86 -0.454
C -0.42 -2.11 -0.06 -0.761
S 0.60 -2.50 1.37 -0.258
H 1.48 2.66 0.14 0.198
H 1.47 2.59 1.80 0.221
H -0.86 1.82 0.31 0.284
H -0.20 0.96 1.82 0.322
H 1.09 0.70 -0.68 0.238
H -1.39 -0.25 0.01 0.199
H -1.52 0.46 -2.00 0.330
H -0.16 -2.76 -0.89 0.349
H -1.42 -2.41 0.22 0.348
H 1.41 -1.43 1.29 0.121
```

The following is a DFT calculation (wB97M-V/def2-TZVPD) of a single C4H10N2OS molecule in a non-equilibrium geometry.

Results
LUMO = 0.6 eV
net charge = 0

XYZ file:
```
18
Properties=species:S:1:pos:R:3:mulliken_charge:R:1
H -0.98 2.77 -0.51 0.218
N 0.06 2.52 -0.42 -0.841
C 0.21 1.23 -0.17 0.132
N 1.52 0.99 -0.35 -0.216
S 2.51 -0.19 0.30 -0.186
C -0.94 0.20 0.06 0.468
C -0.74 -0.34 1.42 -1.116
C -0.82 -1.00 -0.84 -0.821
O 0.58 -1.54 -0.85 -0.475
H 1.91 2.05 -0.46 0.379
H 2.80 -1.08 -0.82 0.147
H -1.91 0.61 -0.09 0.549
H -1.74 -0.86 1.83 0.290
H -0.33 0.37 2.29 0.247
H 0.23 -1.07 1.27 0.232
H -1.02 -0.65 -1.85 0.355
H -1.76 -1.69 -0.57 0.293
H 0.44 -2.33 -0.25 0.347
```

The following is a DFT calculation (wB97M-V/def2-TZVPD) of a gas-phase ion, C4H10N2P (charge +1) in a non-equilibrium geometry.

Results
LUMO = -3.5 eV
net charge = +1

XYZ file:
```
17
Properties=species:S:1:pos:R:3:mulliken_charge:R:1
C -0.25 -0.86 2.48 -0.965
P -1.63 -0.04 1.62 0.076
C -0.51 0.27 0.04 0.170
N 0.00 -0.83 -0.50 -0.124
C 0.74 -0.52 -1.66 -0.418
C 0.51 1.01 -1.93 -0.460
N -0.31 1.34 -0.76 -0.080
H -0.35 -0.55 3.50 0.355
H 0.59 -0.87 1.89 0.441
H -0.62 -1.95 2.65 0.282
H -1.32 1.37 2.10 0.090
H -0.03 -1.82 -0.13 0.306
H 0.49 -1.07 -2.62 0.295
H 1.87 -0.69 -1.54 0.284
H 1.53 1.57 -1.84 0.241
H 0.06 1.51 -2.80 0.335
H -0.78 2.14 -0.50 0.172
```

The following is a DFT calculation (wB97M-V/def2-TZVPD) of a molecular structure, C4H10N2S in a non-equilibrium geometry.

Results
LUMO = -0.2 eV
net charge = 0

XYZ file:
```
17
Properties=species:S:1:pos:R:3:mulliken_charge:R:1
C 0.20 1.54 -0.97 -0.634
C -0.10 0.82 0.41 -0.636
C 0.52 -0.42 0.69 0.379
C -0.95 -0.41 0.55 -0.581
H 0.06 -0.28 -2.05 0.196
H 0.82 1.19 -2.62 0.269
H -1.00 1.65 -1.43 0.237
H 0.75 2.46 -0.94 0.470
H 0.05 1.46 1.26 0.412
H 1.19 -0.87 -0.13 0.353
H 2.22 -0.84 1.77 0.338
H 0.49 -1.71 2.22 0.280
H -1.43 -0.70 1.46 0.431
H -2.66 -2.54 0.27 0.133
N 0.77 0.56 -1.86 -0.636
N 0.99 -0.72 1.98 -0.729
S -1.95 -1.22 -0.63 -0.281
```

The following is a DFT calculation (wB97M-V/def2-TZVPD) of a single C4H10N2S molecule in a non-equilibrium geometry.

Results
LUMO = 0.8 eV
net charge = 0

XYZ file:
```
17
Properties=species:S:1:pos:R:3:mulliken_charge:R:1
N 0.96 1.67 -0.50 -0.587
C 1.04 0.85 0.64 -0.269
C 1.57 -0.58 0.58 -0.230
N 2.04 -0.94 -0.77 -0.574
C 0.11 -0.34 0.82 -0.047
C -0.85 -0.77 -0.22 -0.851
S -2.41 0.12 -0.17 -0.228
H 1.23 1.08 -1.29 0.281
H 1.59 2.48 -0.41 0.247
H 1.37 1.44 1.54 0.328
H 2.05 -0.91 1.50 0.331
H 1.88 -1.95 -0.91 0.229
H 3.03 -0.78 -0.82 0.209
H -0.30 -0.50 1.82 0.381
H -0.95 -1.82 -0.30 0.440
H -0.46 -0.37 -1.17 0.227
H -3.15 -0.62 0.73 0.112
```

The following is a DFT calculation (wB97M-V/def2-TZVPD) of a single C4H10N2S molecule in a non-equilibrium geometry.

Results
LUMO = 0.8 eV
net charge = 0

XYZ file:
```
17
Properties=species:S:1:pos:R:3:mulliken_charge:R:1
C 2.02 -0.68 -0.79 -0.868
N 1.43 0.59 -0.35 -0.487
C 0.18 0.68 -0.15 0.759
C -0.35 2.03 0.24 -1.233
N -0.73 -0.38 -0.27 -0.045
C -0.66 -1.47 0.74 -0.796
S -2.28 -0.11 -0.83 -0.180
H 2.85 -0.46 -1.49 0.310
H 1.32 -1.36 -1.30 0.326
H 2.52 -1.26 0.02 0.272
H -0.88 2.54 -0.58 0.306
H 0.52 2.67 0.40 0.368
H -1.04 1.99 1.11 0.309
H -1.15 -1.19 1.71 0.307
H 0.39 -1.71 0.92 0.276
H -1.22 -2.39 0.45 0.280
H -2.92 0.51 0.19 0.095
```

Question: net charge of number 8 (C4H10N2OS)?
Answer: 0